(1)
DFT (the ωB97M-V functional and the def2-TZVPD basis) results for a molecular structure, C31H50BrHgN5P2 at a distorted geometry.

Total charge: +2
Energy relative to the best compared isomer or geometry (same formula, charge and spin), eV: 0.000
HOMO (alpha / beta), eV: -12.67 / -12.68
LUMO energy (alpha / beta), eV: -8.90 / -9.09
Energy, hartree: -4894.43733
Gap between HOMO and LUMO (alpha / beta), eV: 3.77 / 3.59

Last column: Mulliken charge in e.
Element x y z (Å)
C  -0.729  6.793  -4.413  -0.4595
C  -0.909  5.422  -4.681  0.5559
C  -1.212  5.075  -6.011  -0.4208
C  -1.309  6.080  -6.989  -0.3292
N  -1.125  7.374  -6.713  -0.5530
C  -0.844  7.727  -5.457  -0.3097
C  -0.791  4.414  -3.659  0.1358
C  -0.687  3.569  -2.785  -0.8695
C  -0.639  2.628  -1.778  0.9056
C  0.475  2.627  -0.931  -1.1587
C  0.553  1.657  0.056  0.2296
C  -0.513  0.751  0.083  -0.3659
C  -1.659  0.765  -0.685  -0.3556
C  -1.710  1.722  -1.674  -0.8497
Hg  -0.297  -1.067  1.056  0.9951
P  2.088  -1.694  0.714  0.6480
H  -1.371  4.044  -6.297  0.3938
H  -0.498  7.146  -3.415  0.4114
H  -1.540  5.823  -8.024  0.3686
H  -0.703  8.793  -5.267  0.3652
H  -2.556  1.789  -2.369  0.5117
H  1.265  3.380  -1.051  0.5244
H  -2.470  0.025  -0.551  0.6317
H  1.420  1.599  0.722  0.6141
C  2.386  -3.278  1.562  -0.5749
C  3.313  -4.250  0.837  -1.0995
H  1.396  -3.728  1.730  0.4271
H  2.787  -3.039  2.559  0.3927
H  3.446  -5.139  1.466  0.4157
H  2.899  -4.587  -0.121  0.2388
H  4.310  -3.829  0.654  0.2617
C  1.987  -1.941  -1.101  0.4809
C  2.946  -1.126  -1.962  -1.5566
H  0.955  -1.668  -1.379  -0.3258
H  2.082  -3.016  -1.312  0.2248
H  2.708  -1.311  -3.018  0.4451
H  2.845  -0.045  -1.787  0.2893
H  3.993  -1.417  -1.804  0.3067
C  3.448  -0.559  1.116  0.0175
C  4.847  -1.181  1.076  -1.3732
H  3.248  -0.162  2.126  -0.0696
H  3.398  0.300  0.429  0.4363
H  5.589  -0.396  1.271  0.4315
H  4.978  -1.952  1.844  0.3387
H  5.092  -1.617  0.098  0.2653
Br  -1.435  -2.584  2.737  -0.6244
P  -2.529  -3.783  -2.074  0.1447
C  -0.720  -4.011  -2.092  0.4825
C  -0.325  -5.467  -2.364  -1.4459
H  -0.362  -3.663  -1.107  -0.4224
H  -0.335  -3.347  -2.886  0.4983
H  0.738  -5.517  -2.622  0.3888
H  -0.486  -6.098  -1.483  0.3675
H  -0.895  -5.899  -3.196  0.4236
C  -3.062  -3.601  -0.343  0.2177
C  -4.467  -4.184  -0.137  -1.3999
H  -3.026  -2.524  -0.116  -0.0465
H  -2.318  -4.128  0.276  0.3682
H  -4.638  -4.332  0.933  0.3806
H  -5.242  -3.509  -0.515  0.3610
H  -4.583  -5.152  -0.643  0.3980
C  -2.836  -2.170  -2.874  -0.0273
C  -3.099  -2.296  -4.380  -1.3379
H  -1.954  -1.547  -2.668  0.0284
H  -3.717  -1.746  -2.366  0.4989
H  -3.517  -1.356  -4.752  0.4065
H  -2.179  -2.491  -4.942  0.3263
H  -3.816  -3.095  -4.608  0.3841
C  0.270  2.373  3.320  -0.7229
N  0.058  0.957  3.675  0.5934
C  -1.223  0.857  4.415  -0.7189
N  -1.225  1.688  5.640  0.0372
C  -0.978  3.098  5.240  -0.6651
N  0.306  3.251  4.514  0.1065
C  1.395  2.780  5.405  -0.6745
N  1.209  1.364  5.808  0.0350
C  1.151  0.534  4.586  -0.7153
C  -0.098  1.260  6.507  -0.7149
H  -0.547  2.699  2.661  0.2915
H  1.234  2.463  2.796  0.0908
H  -1.385  -0.197  4.687  0.2893
H  -2.033  1.202  3.760  0.3054
H  -0.938  3.717  6.148  0.3441
H  -1.796  3.428  4.587  0.3298
H  2.353  2.877  4.873  0.3144
H  1.398  3.403  6.309  0.3539
H  0.979  -0.515  4.869  0.2968
H  2.111  0.635  4.059  0.1768
H  -0.072  1.912  7.393  0.3545
H  -0.258  0.214  6.805  0.3306


(2)
DFT (the ωB97M-V functional and the def2-TZVPD basis) results for a molecular structure, C31H50FeN5P2Si2 at a distorted geometry.

Energy relative to the best compared isomer or geometry (same formula, charge and spin), eV: 1.099
HOMO (alpha / beta), eV: -5.97 / -5.89
LUMO energy (alpha / beta), eV: -1.39 / -1.48
Energy, hartree: -4010.43086
Gap between HOMO and LUMO (alpha / beta), eV: 4.58 / 4.41
2S+1: 2

Last column: Löwdin spin population.
Element x y z (Å)
Fe  -0.394  -0.044  -0.902  0.9560
C  -3.037  -4.313  -1.829  -0.0045
Si  -1.616  -3.191  -1.209  -0.0047
C  -1.076  -3.909  0.478  0.0015
C  -0.268  -3.364  -2.547  0.0007
N  -1.873  -1.484  -1.043  -0.0113
C  -3.051  -0.880  -1.239  0.0113
C  -4.293  -1.519  -1.049  0.0009
C  -5.475  -0.910  -1.385  0.0128
C  -5.473  0.388  -1.906  0.0011
C  -4.294  1.077  -2.029  0.0081
C  -3.060  0.493  -1.682  -0.0004
N  -1.892  1.138  -1.745  0.0078
Si  -1.688  2.824  -2.077  0.0042
C  0.188  3.096  -1.972  0.0051
C  -2.498  3.781  -0.621  0.0015
C  -2.310  3.440  -3.771  0.0002
H  -2.614  -5.225  -2.238  -0.0005
H  -3.610  -3.830  -2.612  0.0000
H  -3.724  -4.603  -1.039  -0.0001
H  -0.507  -4.821  0.339  0.0000
H  -1.935  -4.155  1.094  0.0000
H  -0.460  -3.211  1.033  0.0007
H  0.334  -4.256  -2.412  0.0003
H  0.373  -2.490  -2.528  -0.0007
H  -0.712  -3.406  -3.536  -0.0003
H  -4.293  -2.504  -0.616  -0.0003
H  -6.407  -1.441  -1.262  0.0008
H  -6.404  0.850  -2.202  -0.0003
H  -4.297  2.088  -2.401  0.0003
H  0.616  2.593  -1.104  0.0032
H  0.428  4.149  -1.893  0.0004
H  0.667  2.708  -2.863  0.0000
H  -1.777  3.980  0.164  -0.0001
H  -3.316  3.219  -0.182  0.0000
H  -2.896  4.737  -0.942  0.0003
H  -2.003  2.765  -4.561  0.0000
H  -1.900  4.419  -3.995  0.0000
H  -3.390  3.527  -3.814  0.0001
C  -1.215  0.961  1.180  0.0114
P  -0.040  -0.410  1.521  0.0206
C  1.422  0.669  1.683  0.0002
N  1.617  1.428  2.755  0.0003
C  2.594  2.359  2.750  0.0023
C  2.785  3.219  3.827  -0.0002
C  3.760  4.207  3.779  0.0020
C  4.566  4.338  2.663  0.0008
C  4.409  3.490  1.577  0.0012
C  3.432  2.497  1.589  0.0017
N  3.239  1.678  0.537  0.0048
C  2.261  0.783  0.577  0.0027
P  1.872  -0.151  -0.932  -0.0100
C  2.820  0.805  -2.173  0.0030
C  2.995  -1.674  -0.754  -0.0079
C  4.309  -1.310  -0.063  -0.0010
C  3.270  -2.242  -2.147  -0.0002
C  2.245  -2.695  0.094  0.0008
C  -0.471  -0.846  3.327  0.0125
C  -0.804  0.385  4.166  0.0023
C  0.748  -1.562  3.906  0.0007
C  -1.681  -1.786  3.286  0.0002
H  -2.254  0.641  1.251  0.0011
H  -1.009  1.242  0.130  0.0063
H  -1.029  1.825  1.820  0.0009
H  2.158  3.104  4.697  -0.0001
H  3.879  4.877  4.618  0.0001
H  5.326  5.105  2.629  0.0000
H  5.027  3.583  0.699  0.0000
H  3.888  0.700  -2.007  0.0007
H  2.563  1.855  -2.082  0.0001
H  2.549  0.454  -3.166  0.0001
H  4.810  -0.468  -0.536  0.0000
H  4.978  -2.168  -0.106  -0.0005
H  4.141  -1.060  0.982  -0.0001
H  3.973  -1.622  -2.698  0.0000
H  2.354  -2.314  -2.728  0.0001
H  3.698  -3.240  -2.055  -0.0002
H  2.017  -2.270  1.073  0.0009
H  2.856  -3.584  0.249  0.0000
H  1.316  -2.984  -0.391  -0.0005
H  -0.018  1.133  4.081  0.0001
H  -0.879  0.088  5.211  0.0006
H  -1.753  0.825  3.871  0.0001
H  1.583  -0.870  4.001  0.0000
H  1.055  -2.388  3.264  0.0002
H  0.524  -1.963  4.893  0.0002
H  -2.429  -1.446  2.570  0.0000
H  -2.152  -1.833  4.266  0.0001
H  -1.385  -2.793  3.009  0.0000
N  0.068  -0.129  -3.869  -0.0232
C  -0.050  -0.156  -2.728  -0.0295


Which of these has the lowest energy? C31H50BrHgN5P2


Look up the energy of the second one. -4010.43086 hartree